ORCA calculation (ωB97M-V with the def2-TZVPD basis set) on C8H9N2O2 as an isolated structure at a distorted geometry.

The geometry in XYZ format:
```
21
Properties=species:S:1:pos:R:3
C -1.699 -3.042 1.062
C -1.345 -0.125 -1.360
C -0.545 -2.880 1.705
C -1.169 -1.101 -0.542
C -2.080 -2.300 -0.216
C 0.087 -1.033 0.292
C 0.352 0.859 -1.096
C 0.296 2.271 -0.497
N 0.252 -1.818 1.341
N 0.836 0.024 -0.058
O -2.911 -2.663 -1.002
O 1.620 2.734 -0.179
H -2.498 -3.893 1.229
H -2.043 0.163 -2.158
H -0.369 -3.537 2.544
H 1.035 0.670 -2.016
H -0.148 1.973 0.457
H -0.175 3.098 -1.095
H 1.079 -1.835 1.986
H 1.561 0.438 0.561
H 2.028 3.466 -0.743
```

## Properties
Energy (hartree): -569.8786
ΔE to the lowest compared entry with this formula, charge and spin (eV): 3.455
HOMO (eV): -13.6
E_LUMO (eV): -5.019
Total charge: +1
2S+1: 1
Gap between HOMO and LUMO (eV): 8.61


ORCA calculation (ωB97M-V with the def2-TZVPD basis set) on C3H8N2O as an isolated structure at a distorted geometry.

The geometry in XYZ format:
```
14
Properties=species:S:1:pos:R:3
O -2.846 0.100 0.223
C -1.569 0.472 0.110
C -0.752 -0.979 0.053
N 0.477 -1.144 0.795
C 1.577 -0.490 0.251
N 1.178 1.169 -0.463
H -1.115 1.020 0.921
H -1.482 -1.661 0.542
H -1.388 0.963 -0.904
H -0.748 -1.494 -0.926
H 1.949 -1.073 -0.642
H 2.343 -0.235 1.064
H 0.334 1.772 -0.279
H 2.042 1.581 -0.746
```

## Properties
Energy (hartree): -303.5765
ΔE to the lowest compared entry with this formula, charge and spin (eV): 8.590
HOMO (eV): -9.1
E_LUMO (eV): -3.151
2S+1: 1
Gap between HOMO and LUMO (eV): 5.97